*one*
{"formula": "C3H4N2O", "method": "ωB97M-V/def2-TZVPD", "species": ["N", "C", "O", "C", "C", "N", "H", "H", "H", "H"], "xyz": [[-0.336, 0.089, -1.058], [-1.062, -0.783, -0.372], [-0.791, -1.052, 0.823], [0.707, 0.180, 1.097], [0.640, 0.802, -0.201], [1.410, 1.749, -0.320], [-0.539, 0.358, -2.009], [-1.918, -1.265, -0.862], [1.477, -0.567, 1.279], [0.372, 0.744, 1.963]], "charge": 0, "orbital_gap_ev": [8.19, 8.19]}



*two*
{"formula": "C3H4N2O", "method": "ωB97M-V/def2-TZVPD", "species": ["C", "C", "C", "H", "H", "H", "H", "N", "N", "O"], "xyz": [[-1.442, -0.272, 0.048], [0.025, -0.221, -0.075], [0.826, 0.878, 0.022], [-1.798, -1.016, -0.611], [-1.802, 0.728, -0.275], [-1.700, -0.347, 1.143], [0.559, 1.998, -0.265], [2.226, 0.389, 0.018], [2.330, -0.827, 0.057], [0.778, -1.311, -0.062]], "smiles": "Cc1cnno1", "charge": 0, "orbital_gap_ev": 10.55}



*three*
{"formula": "C3H4N2O", "method": "ωB97M-V/def2-TZVPD", "species": ["O", "C", "C", "N", "C", "N", "H", "H", "H", "H"], "xyz": [[2.312, -0.378, -0.042], [0.948, -0.320, -0.059], [-0.126, -1.183, -0.169], [-1.369, -0.230, -0.015], [-0.786, 0.960, 0.135], [0.509, 0.957, 0.111], [2.517, 0.570, 0.126], [-0.308, -2.225, -0.398], [-2.414, -0.168, 0.047], [-1.287, 1.905, 0.269]], "smiles": "Oc1c[nH]cn1", "charge": 0, "orbital_gap_ev": 9.64}



*four*
{"formula": "C3H4N2O", "method": "ωB97M-V/def2-TZVPD", "species": ["O", "C", "C", "N", "C", "N", "H", "H", "H", "H"], "xyz": [[-1.694, 1.256, -0.802], [-0.704, 0.485, -0.297], [0.635, 0.762, -0.312], [1.209, -0.327, 0.321], [0.212, -1.173, 0.664], [-0.966, -0.710, 0.305], [-2.481, 0.696, -0.834], [1.204, 1.588, -0.706], [2.193, -0.465, 0.487], [0.391, -2.111, 1.173]], "smiles": "Oc1c[nH]cn1", "charge": 0, "orbital_gap_ev": 9.23}



Which is the most stable structure? *four* is the most stable.



*one*
{"formula": "CHIS2", "method": "ωB97M-V/def2-TZVPD", "species": ["C", "S", "S", "I", "H"], "xyz": [[0.825, 1.902, -1.606], [-0.416, 1.026, -1.280], [2.125, 2.708, -2.016], [-0.696, -2.347, 2.401], [-1.837, -3.289, 2.501]], "charge": 0, "orbital_gap_ev": 9.59}



*two*
{"formula": "CHIS2", "method": "ωB97M-V/def2-TZVPD", "species": ["C", "S", "S", "I", "H"], "xyz": [[0.519, 0.354, 0.634], [0.436, -0.442, 2.183], [-1.167, 0.870, 2.124], [1.810, 1.903, 0.136], [-0.035, -0.058, -0.190]], "charge": 0, "orbital_gap_ev": 7.32}



Which is the most stable structure? *one* is the most stable.



*one*
{"formula": "C4H37NO15S", "method": "ωB97M-V/def2-TZVPD", "species": ["C", "N", "C", "C", "S", "C", "O", "H", "H", "H", "H", "H", "H", "H", "H", "H", "H", "H", "O", "H", "H", "O", "H", "H", "O", "H", "H", "O", "H", "H", "O", "H", "H", "O", "H", "H", "O", "H", "H", "O", "H", "H", "O", "H", "H", "O", "H", "H", "O", "H", "H", "O", "H", "H", "O", "H", "H", "O"], "xyz": [[1.076, -2.055, 1.208], [0.232, -2.239, 0.025], [-0.440, -1.057, -0.503], [-1.253, -0.149, 0.365], [-2.777, -1.022, 0.950], [0.624, -0.200, -1.380], [0.904, 1.095, -0.961], [1.322, -2.958, 1.754], [0.566, -1.454, 1.996], [1.925, -1.426, 0.927], [-0.411, -3.009, 0.193], [-1.178, -1.552, -1.180], [-1.289, 0.884, 0.036], [-0.805, -0.115, 1.375], [-0.054, -0.024, -2.242], [1.491, -0.864, -1.361], [4.558, 2.197, -1.739], [3.514, 1.497, -2.610], [4.433, 1.792, -2.604], [-1.881, 3.654, 1.980], [-3.152, 2.651, 2.022], [-2.718, 3.426, 2.397], [0.609, 5.347, -0.058], [-0.188, 4.047, -0.509], [-0.056, 4.715, 0.207], [2.035, 2.716, -2.645], [0.677, 2.079, -2.771], [1.347, 2.535, -3.305], [3.335, -4.044, -1.100], [2.235, -3.815, -0.179], [3.181, -3.983, -0.153], [0.717, -4.476, -1.683], [1.141, -3.036, -2.029], [1.336, -3.967, -2.216], [-2.379, -0.892, -2.590], [-1.966, 0.492, -3.133], [-2.540, -0.263, -3.308], [-4.091, 1.174, -0.985], [-3.743, 1.044, 0.498], [-4.163, 1.648, -0.154], [-2.077, -3.750, 1.266], [-2.278, -4.147, -0.174], [-1.862, -4.458, 0.636], [2.921, 2.545, 0.354], [1.828, 2.718, -0.623], [2.690, 3.126, -0.380], [-1.272, -3.219, 3.401], [-2.622, -2.448, 3.371], [-2.184, -3.252, 3.687], [1.490, 1.188, 0.449], [0.921, 1.723, 1.744], [1.731, 1.280, 1.462], [-0.419, 2.066, -1.195], [-1.742, 2.806, -0.717], [-1.047, 2.847, -1.388], [1.113, 0.330, 5.094], [0.234, 0.393, 3.843], [0.402, -0.139, 4.636]], "charge": -2, "orbital_gap_ev": 6.63}



*two*
{"formula": "C4H37NO15S", "method": "ωB97M-V/def2-TZVPD", "species": ["C", "N", "C", "O", "C", "C", "S", "H", "H", "H", "H", "H", "H", "H", "H", "H", "H", "H", "O", "H", "H", "O", "H", "H", "O", "H", "H", "O", "H", "H", "O", "H", "H", "O", "H", "H", "O", "H", "H", "O", "H", "H", "O", "H", "H", "O", "H", "H", "O", "H", "H", "O", "H", "H", "O", "H", "H", "O"], "xyz": [[-0.375, -0.070, 0.026], [-0.068, 0.345, -1.361], [0.930, 1.415, -1.444], [2.143, 1.166, -0.791], [-1.775, -0.657, 0.106], [-2.314, -0.719, 1.537], [-2.946, 0.869, 2.257], [-0.279, 0.774, 0.711], [0.358, -0.822, 0.363], [0.225, -0.490, -1.862], [0.481, 2.309, -0.976], [1.131, 1.550, -2.517], [-1.758, -1.677, -0.315], [-2.472, -0.103, -0.531], [-1.504, -1.038, 2.197], [-3.137, -1.438, 1.620], [-0.751, 5.448, -0.285], [-1.424, 4.245, 0.441], [-0.755, 4.967, 0.545], [0.934, -3.108, -1.350], [1.985, -2.222, -2.055], [1.232, -2.877, -2.246], [3.625, -0.980, 1.123], [3.547, -2.520, 1.178], [4.106, -1.810, 0.847], [-0.417, 2.478, 2.681], [1.098, 2.623, 2.420], [0.439, 2.440, 3.133], [0.919, -2.756, 1.778], [-0.329, -3.534, 1.364], [0.597, -3.432, 1.125], [1.829, -0.979, 2.507], [0.761, -1.152, 3.600], [1.370, -1.684, 3.029], [-2.876, 2.399, 0.743], [-1.696, 2.344, -0.193], [-2.437, 2.937, 0.011], [-1.033, 0.091, 4.189], [0.239, 0.942, 3.972], [-0.088, 0.127, 4.414], [-1.925, 0.122, -3.835], [-3.293, 0.758, -3.725], [-2.772, 0.199, -4.322], [2.827, -0.228, -1.473], [3.537, -1.456, -0.880], [3.165, -1.142, -1.728], [1.271, 3.696, 0.695], [2.161, 2.445, 0.349], [2.010, 3.160, 1.026], [0.236, -2.969, -3.735], [-1.155, -2.744, -4.497], [-0.196, -2.882, -4.616], [2.806, 1.003, 1.948], [2.246, 0.549, 0.435], [2.531, 0.212, 1.474], [-2.861, -1.516, -4.405], [-3.130, -2.636, -3.349], [-2.912, -2.488, -4.271]], "charge": -2, "orbital_gap_ev": 6.50}



Which is the most stable structure? *two* is the most stable.



*one*
{"formula": "C6H6F4", "method": "ωB97M-V/def2-TZVPD", "species": ["C", "C", "C", "C", "C", "C", "F", "F", "F", "F", "H", "H", "H", "H", "H", "H"], "xyz": [[-1.771, -1.469, 0.132], [-0.777, -0.630, 0.461], [0.997, 1.164, -0.157], [2.412, 0.661, -0.434], [0.149, -0.061, -0.450], [2.326, -0.807, -0.042], [3.402, 1.361, 0.224], [-0.022, -0.307, -1.763], [2.371, -1.132, 1.254], [3.063, -1.677, -0.739], [-2.444, -1.849, 0.879], [-1.946, -1.781, -0.885], [-0.625, -0.346, 1.492], [0.904, 1.445, 0.891], [0.706, 2.011, -0.781], [2.657, 0.709, -1.501]], "charge": 0, "orbital_gap_ev": [7.99, 8.28]}



*two*
{"formula": "C6H6F4", "method": "ωB97M-V/def2-TZVPD", "species": ["C", "C", "C", "C", "C", "C", "F", "F", "F", "F", "H", "H", "H", "H", "H", "H"], "xyz": [[0.082, 0.435, -0.678], [1.227, -0.223, -0.844], [-0.573, -0.516, 0.323], [1.015, -1.464, 0.006], [-0.534, 1.633, -1.248], [-0.548, -0.112, 1.744], [2.281, 0.041, -1.646], [-1.662, -1.191, -0.251], [1.904, -1.608, 1.027], [0.716, -2.611, -0.602], [-0.328, 2.408, -0.622], [-1.534, 1.435, -1.239], [-0.157, 1.665, -2.332], [-1.540, 0.491, 1.955], [0.179, 0.564, 1.907], [-0.526, -0.948, 2.500]], "smiles": "CC1=C(F)C(F)(F)[C@]1(C)F", "charge": 0, "orbital_gap_ev": 10.57}



Which is the most stable structure? *two* is the most stable.